(1)
14
Properties=species:S:1:pos:R:3:mulliken_charge:R:1 method="wB97M-V/def2-TZVPD" smiles="CN1C(=O)C=C(Cl)[C@@H]1[O-]" spin_multiplicity=1 total_energy_ha=-858.9562 e_above_lowest_ev=1.180 charge=-1
C -1.241 -1.299 -0.102 -0.851
C -1.713 -0.074 0.092 0.066
C 0.226 -1.271 -0.031 0.576
C -0.637 0.991 0.215 0.160
C 1.913 0.522 -0.153 -1.151
N 0.577 0.049 0.075 0.235
O -0.692 1.950 -0.569 -0.762
O 1.057 -2.182 -0.198 -0.762
Cl -3.432 0.153 0.223 -0.231
H -1.756 -2.121 -0.338 0.585
H -0.675 1.454 1.357 0.078
H 1.849 0.944 -1.069 0.367
H 1.989 1.213 0.681 0.315
H 2.535 -0.328 -0.182 0.377

=====

(2)
16
Properties=species:S:1:pos:R:3:mulliken_charge:R:1 method="wB97M-V/def2-TZVPD" smiles="O=S(=O)(Cl)O[n+]1ccccc1" spin_multiplicity=1 total_energy_ha=-1331.9977 charge=+1
C 2.229 -0.229 0.489 0.107
C 1.794 1.072 0.105 -0.886
C 1.416 -1.329 0.259 -0.624
C 0.521 1.202 -0.490 0.143
C 0.283 -1.122 -0.485 -0.060
N -0.142 0.083 -0.728 0.215
O -3.575 1.494 -0.090 -0.363
O -1.799 0.288 1.388 -0.417
O -1.446 0.315 -1.152 -0.457
S -2.730 0.420 0.291 1.140
Cl -3.672 -1.281 -0.033 0.011
H 3.193 -0.423 1.093 0.335
H 2.509 1.762 0.420 0.416
H 1.800 -2.368 0.539 0.331
H -0.095 2.007 -0.846 0.545
H -0.286 -1.892 -0.760 0.564

=====

(3)
12
Properties=species:S:1:pos:R:3:mulliken_charge:R:1 method="wB97M-V/def2-TZVPD" spin_multiplicity=1 total_energy_ha=-728.8332 e_above_lowest_ev=2.453 charge=0
C -1.098 -0.157 -0.340 -0.233
C -0.115 -0.867 0.553 -0.161
C -0.114 1.037 0.195 -0.030
C 1.176 0.623 -0.340 -0.494
C 1.257 -0.673 -0.086 -0.606
H -1.051 -0.455 -1.331 0.384
H -0.429 -1.763 0.931 0.641
H -0.598 2.077 0.202 0.420
H 1.882 1.245 -0.965 0.321
H 1.993 -1.421 -0.405 0.372
O -0.079 0.329 1.506 -0.423
Cl -2.824 0.026 0.080 -0.192

=====

(4)
13
Properties=species:S:1:pos:R:3:mulliken_charge:R:1 method="wB97M-V/def2-TZVPD" smiles="C#CC(=S)[C@@H](Cl)CO" spin_multiplicity=1 total_energy_ha=-1127.0399 e_above_lowest_ev=2.216 charge=0
C 1.384 -0.377 -1.078 -0.836
C 0.172 -0.639 -0.218 0.351
C -0.484 0.622 0.327 -0.029
C -1.575 0.388 1.176 -0.943
C -2.505 0.248 1.880 0.531
H 2.019 1.168 -0.141 0.293
H 1.804 -1.332 -1.396 0.370
H 0.990 0.276 -1.885 0.389
H 0.446 -1.234 0.614 0.347
H -3.438 -0.030 2.418 0.419
O 2.385 0.283 -0.375 -0.484
S -0.073 2.133 -0.190 -0.247
Cl -1.125 -1.505 -1.131 -0.162

=====

(5)
12
Properties=species:S:1:pos:R:3:mulliken_charge:R:1 method="wB97M-V/def2-TZVPD" smiles=C#C[Si](C)(Cl)C#C spin_multiplicity=1 total_energy_ha=-943.1380 e_above_lowest_ev=0.000 charge=0
C -2.831 -0.326 1.246 0.372
C 0.590 3.146 -0.037 0.251
C -1.648 -0.088 1.138 -0.861
C 0.498 1.950 0.270 -0.829
C 0.885 -1.004 -0.189 -0.970
Si 0.214 0.254 0.966 0.636
Cl 1.240 0.333 2.778 -0.285
H -3.865 -0.067 1.373 0.365
H 0.799 4.145 0.002 0.436
H 1.629 -1.806 0.251 0.280
H 0.097 -1.670 -0.709 0.283
H 1.384 -0.452 -0.954 0.323

=====

(6)
13
Properties=species:S:1:pos:R:3:mulliken_charge:R:1 method="wB97M-V/def2-TZVPD" smiles="N#C/C(F)=C/F.C=C" spin_multiplicity=1 total_energy_ha=-447.8976 e_above_lowest_ev=3.193 charge=0
C -2.072 -0.923 0.586 0.320
C 2.451 -0.190 -0.248 -0.467
C 1.293 -0.515 0.271 -0.367
C -1.308 0.901 -0.781 -0.006
C -1.634 0.399 0.405 0.153
N -2.516 -1.981 0.781 -0.367
F -0.813 2.185 -0.969 -0.232
F -1.602 1.109 1.618 -0.269
H 3.150 0.550 0.130 0.253
H 2.700 -0.564 -1.222 0.231
H 0.573 -1.220 -0.217 0.209
H 0.887 -0.057 1.254 0.139
H -1.109 0.305 -1.609 0.403

=====

no.,frontier orbital gap (eV)
1,7.10
2,9.89
3,10.62
4,8.03
5,11.22
6,10.41